No. 1
{
  "formula": "C21H21N2O6PS",
  "method": "wB97M-V/def2-TZVPD",
  "species": ["C", "C", "C", "C", "C", "O", "C", "C", "C", "N", "C", "C", "C", "S", "C", "C", "N", "C", "C", "P", "O", "O", "O", "H", "H", "H", "H", "H", "H", "H", "H", "H", "H", "H", "H", "H", "H", "H", "H", "H", "O", "C", "C", "C", "C", "O", "C", "C", "H", "H", "H", "H"],
  "coordinates": [[-0.524608, -3.846935, -2.896506], [-0.942111, -2.730799, -2.760704], [-1.497286, -1.415013, -2.537774], [-2.787422, -1.078783, -3.071238], [-3.713714, -2.007587, -3.852180], [-3.078907, -2.959927, -4.675225], [-3.363354, -4.296937, -4.273870], [-3.252508, 0.181660, -2.848833], [-2.540488, 1.161986, -2.120041], [-3.129668, 2.381503, -1.944077], [-2.405468, 3.210814, -1.242376], [-1.115106, 2.908038, -0.719336], [-0.351727, 3.961891, 0.072122], [0.704375, 3.188056, 1.332177], [-0.042162, 3.667715, 2.919751], [-0.294017, 2.438359, 3.810967], [-0.549711, 1.744277, -0.899691], [-1.279151, 0.835961, -1.605168], [-0.743818, -0.476557, -1.827792], [0.912754, -0.969563, -1.224260], [1.648111, 0.022505, -0.443676], [1.742617, -1.365674, -2.575015], [0.773305, -2.357369, -0.408315], [-0.139942, -4.834347, -2.976249], [-4.427505, -2.454805, -3.155977], [-4.292368, -1.352323, -4.508796], [-4.364862, -4.581377, -4.607617], [-3.282805, -4.418495, -3.194088], [-2.636660, -4.971615, -4.722832], [-4.218173, 0.462617, -3.252590], [-2.818973, 4.195597, -1.045368], [-1.062080, 4.618113, 0.576921], [0.246989, 4.556049, -0.615792], [0.662250, 4.323456, 3.432015], [-0.970710, 4.220955, 2.777236], [-0.706269, 1.638429, 3.198235], [-0.966376, 2.720881, 4.620441], [0.639714, 2.095294, 4.250837], [1.106049, -1.489663, -3.292888], [1.315709, -3.006981, -0.873249], [5.613408, -2.506887, 4.682931], [5.017151, -1.508879, 4.336526], [4.361858, -1.420580, 3.009223], [3.709368, -0.323832, 2.630959], [3.611529, 0.855738, 3.526560], [3.011913, 1.846509, 3.173498], [4.264164, 0.769446, 4.857007], [4.915965, -0.327796, 5.232017], [4.444930, -2.293543, 2.374681], [3.216938, -0.236032, 1.667912], [4.178741, 1.641593, 5.493060], [5.400112, -0.415147, 6.196449]],
  "forces_ev_per_a": [[0.09, 0.11, 0.04], [-0.49, -0.02, 0.02], [0.12, 0.12, -0.10], [0.39, -0.11, 0.07], [0.18, 0.46, -0.26], [0.00, -0.33, 0.59], [0.00, 0.09, -0.19], [-0.14, 0.20, -0.04], [-0.58, -0.58, -0.39], [0.76, -0.03, 0.41], [-0.29, 0.26, -0.09], [0.45, -0.04, 0.20], [-0.56, -0.57, 0.29], [0.34, 0.06, -0.11], [0.10, -0.13, 0.38], [0.14, 0.43, -0.38], [-0.64, 0.32, -0.26], [0.71, -0.21, 0.21], [-0.34, -0.53, -0.11], [1.21, 0.64, 0.33], [-0.19, -0.14, -0.05], [-0.95, 0.07, 0.58], [-0.09, 0.43, -0.70], [0.02, -0.04, -0.08], [0.07, -0.25, 0.02], [-0.09, -0.03, 0.04], [-0.03, -0.05, 0.06], [-0.07, 0.05, 0.10], [0.04, 0.16, -0.19], [-0.01, 0.12, 0.04], [-0.06, 0.00, -0.06], [0.05, 0.13, -0.14], [0.11, 0.05, 0.03], [-0.08, 0.14, -0.07], [0.02, -0.01, -0.23], [-0.17, -0.09, 0.21], [-0.11, -0.17, 0.03], [0.03, -0.09, -0.06], [0.28, -0.21, -0.21], [-0.16, -0.26, 0.12], [0.00, 0.01, 0.02], [0.00, -0.07, -0.05], [-0.02, 0.07, 0.02], [0.00, -0.10, -0.10], [-0.04, -0.13, -0.18], [-0.01, 0.19, 0.21], [0.04, -0.01, 0.05], [-0.03, 0.07, 0.01], [0.02, -0.02, 0.02], [-0.05, 0.06, -0.01], [-0.01, 0.02, -0.02], [0.01, -0.04, -0.01]],
  "mulliken_charge": [-0.103, -0.651, 0.241, 0.326, -1.051, -0.385, -0.801, -0.376, -0.147, -0.653, -0.589, 0.656, -0.972, 0.101, -0.503, -0.913, -0.265, 0.346, 0.511, 0.986, -0.637, -0.564, -0.518, 0.466, 0.393, 0.387, 0.327, 0.375, 0.234, 0.439, 0.396, 0.382, 0.355, 0.319, 0.376, 0.262, 0.349, 0.151, 0.448, 0.326, -0.561, 0.336, -0.353, -0.367, 0.296, -0.476, -0.329, -0.410, 0.423, 0.600, 0.425, 0.395],
  "gap_ha": 0.2584,
  "energy_ha": -2113.28731,
  "homo_ev": -8.1,
  "charge": 0
}

***

No. 2
{
  "formula": "C3H10NO3S",
  "method": "wB97M-V/def2-TZVPD",
  "species": ["O", "C", "N", "C", "C", "S", "H", "H", "H", "H", "H", "H", "H", "H", "O", "H", "H", "O"],
  "coordinates": [[2.394305, 0.027546, -0.961872], [1.299118, 0.371678, -1.342310], [0.291587, 0.626276, -0.477402], [-1.011965, 1.174913, -0.719348], [-2.134468, 0.139158, -0.912899], [-2.649197, -0.554418, 0.673464], [1.051650, 0.504789, -2.406176], [0.426202, 0.229651, 0.449382], [-1.245366, 1.960499, -0.010032], [-0.948155, 1.644339, -1.702912], [-2.967054, 0.492519, -1.504844], [-1.700432, -0.666395, -1.507269], [2.368500, -0.954283, 1.987037], [2.942726, -0.588256, 0.656576], [3.222342, -0.877926, 1.544837], [-0.981825, -0.905366, 1.597059], [-0.189850, -1.773642, 2.466108], [-0.168112, -0.851090, 2.170594]],
  "forces_ev_per_a": [[0.29, -0.34, -0.48], [-0.37, 0.36, 0.19], [-0.38, -0.56, 1.18], [0.12, 0.05, -1.87], [0.40, -0.49, 0.59], [-1.00, 0.15, -0.91], [0.01, 0.21, -0.05], [0.32, 0.23, 0.04], [-0.10, -0.05, 0.24], [-0.03, 0.39, -0.01], [-0.30, 0.44, 0.21], [0.08, -0.23, 0.14], [0.12, -0.03, 0.22], [0.38, 0.00, 0.11], [-0.46, 0.00, -0.13], [0.83, 0.56, 0.47], [0.61, 0.19, 0.34], [-0.52, -0.87, -0.29]],
  "mulliken_charge": [-0.634, 0.106, 0.041, -0.791, -0.379, -0.152, 0.333, 0.138, 0.336, 0.361, 0.354, 0.298, 0.287, 0.447, -0.673, 0.214, 0.327, -0.613],
  "multiplicity": 2,
  "de_lowest_kcal_mol": 7.8,
  "gap_ha": [0.3883, 0.2554],
  "energy_ha": -798.92136,
  "homo_ev": [-10.1, -10.0],
  "s_squared": 0.75,
  "charge": 0
}

***

No. 3
{
  "formula": "C11H18N2O2",
  "method": "wB97M-V/def2-TZVPD",
  "species": ["C", "C", "C", "C", "C", "C", "C", "C", "C", "C", "C", "N", "N", "O", "O", "H", "H", "H", "H", "H", "H", "H", "H", "H", "H", "H", "H", "H", "H", "H", "H", "H", "H"],
  "coordinates": [[-1.989897, 1.456271, 1.369596], [-3.084334, 1.061168, 0.644533], [-2.947197, -1.524395, -0.121179], [3.266755, -0.345786, 0.364962], [2.360856, -0.763721, -0.807948], [2.801936, 0.992002, 0.998605], [0.918801, -0.838424, -0.514277], [1.257888, 0.805139, 1.331913], [0.400122, 0.467034, 0.047004], [-4.031764, -1.445093, -1.179376], [0.068003, 1.682809, -0.801836], [-1.439007, 0.116557, 1.304100], [-2.584178, -0.287313, 0.469777], [-2.391782, -2.585177, 0.121988], [-4.234213, 1.523550, 0.074593], [-1.726089, 2.228097, 2.120064], [3.296049, -1.148749, 1.154670], [4.245457, -0.273424, -0.082526], [2.376005, 0.042370, -1.534190], [2.636811, -1.683213, -1.248243], [3.383243, 1.166643, 1.947969], [3.051711, 1.742235, 0.260513], [0.217680, -1.026617, -1.388243], [0.725802, -1.748608, 0.030461], [1.313179, -0.018217, 2.013449], [0.921278, 1.593521, 1.918577], [-3.630433, -1.912080, -2.167850], [-4.194178, -0.401407, -1.428572], [-4.952033, -2.042229, -0.784744], [-0.551199, 2.507762, -0.363789], [-0.614051, 1.305010, -1.671794], [1.034062, 1.980768, -1.167811], [-4.354415, 2.460299, 0.323148]],
  "forces_ev_per_a": [[-1.24, -0.95, 0.22], [0.49, -0.48, -0.70], [1.00, -0.09, 0.18], [-0.66, -0.76, 0.54], [0.26, 1.78, 0.02], [-0.22, -1.43, 0.26], [-3.78, -0.12, -1.07], [1.50, -0.73, -2.09], [-0.51, 0.49, 4.71], [-0.27, -1.13, -0.65], [-2.29, -2.07, -1.24], [1.97, -0.14, -1.24], [-0.11, 1.23, -0.26], [-0.16, 1.30, 0.15], [0.49, 0.22, 0.73], [-0.19, -0.64, -1.01], [-0.04, 0.64, -0.73], [0.60, 0.14, 0.24], [0.93, 0.06, -0.63], [0.72, -0.89, -0.59], [-0.66, 0.07, -0.96], [-0.25, 0.68, 0.06], [1.36, 0.10, 0.15], [-0.40, 0.17, 1.26], [-0.57, -0.91, 0.19], [-0.94, 1.79, 0.62], [-0.68, 0.42, 1.97], [-0.76, 0.00, 0.15], [1.53, 1.30, -0.98], [1.08, -0.84, 0.21], [1.42, 0.69, 1.10], [0.27, 0.70, -0.52], [0.11, -0.61, -0.09]],
  "mulliken_charge": [-0.774, 0.587, 0.673, -0.623, -0.794, -0.600, -0.867, -1.252, 1.119, -0.883, -1.415, -0.553, 0.295, -0.590, -0.526, 0.338, 0.325, 0.355, 0.322, 0.402, 0.300, 0.321, 0.351, 0.381, 0.509, 0.440, 0.264, 0.285, 0.237, 0.295, 0.286, 0.460, 0.331],
  "de_lowest_kcal_mol": 181.0,
  "gap_ha": [0.2866, 0.2866],
  "energy_ha": -689.72652,
  "homo_ev": [-7.4, -7.4],
  "charge": 0
}

***

No. 4
{
  "formula": "H6Si3",
  "method": "wB97M-V/def2-TZVPD",
  "species": ["Si", "Si", "Si", "H", "H", "H", "H", "H", "H"],
  "coordinates": [[1.417382, 1.485464, 1.491062], [-1.371387, -0.329729, -0.663724], [0.962304, -0.019776, -0.145232], [1.375946, 0.592076, 2.832620], [-1.746604, -0.529481, -2.064102], [-1.915927, 1.182994, -0.205332], [-1.899209, -1.352641, 0.202140], [1.492077, 0.353335, -1.493721], [1.685419, -1.382241, 0.046288]],
  "forces_ev_per_a": [[0.25, 0.73, 1.74], [0.38, 2.87, 1.05], [-0.01, -2.45, -1.29], [-0.13, 0.32, -1.32], [0.11, -0.09, -0.19], [0.42, -2.10, -0.63], [-0.46, -0.43, 0.36], [0.04, 0.40, 0.27], [-0.60, 0.75, 0.02]],
  "mulliken_charge": [0.044, 0.248, 0.149, -0.044, -0.080, -0.082, -0.083, -0.079, -0.073],
  "de_lowest_kcal_mol": 14.9,
  "gap_ha": 0.2499,
  "energy_ha": -871.92089,
  "homo_ev": -8.4,
  "charge": 0
}